ORCA calculation (ωB97M-V/def2-TZVPD) on C4H9NO2 in the gas phase.

For the energy relative to the best compared isomer or geometry (same formula, charge and spin), the calculation gives 25.2 kcal/mol. For the largest force on an atom, the calculation gives 0.37 eV Å⁻¹. For the gap between HOMO and LUMO, the calculation gives 11.081 eV. The molecular weight is 103.121 g mol⁻¹. The charge is 0.

Geometry as XYZ:
```
16
C4H9NO2 (ωB97M-V/def2-TZVPD)
H -0.612 -1.346 -1.894
N -0.885 -1.740 -1.000
C -1.138 -0.856 -0.116
O -1.566 -1.297 1.078
C -0.971 0.644 -0.188
C 0.283 1.156 0.545
C 1.601 0.604 0.001
O 1.838 -0.743 0.347
H -1.585 -2.264 0.955
H -0.918 0.919 -1.248
H -1.857 1.134 0.234
H 0.301 2.250 0.461
H 0.224 0.915 1.613
H 1.644 0.756 -1.092
H 2.432 1.170 0.435
H 1.209 -1.301 -0.131
```